[1]
{
  "formula": "C5H10O",
  "method": "wB97M-V/def2-TZVPD",
  "elements": ["O", "C", "C", "C", "C", "C", "H", "H", "H", "H", "H", "H", "H", "H", "H", "H"],
  "coordinates": [[-2.8564, 2.7512, -1.7835], [-2.4819, 2.7348, -3.1162], [3.1608, -2.1297, 1.8540], [-1.6302, 1.7567, -3.4118], [1.3480, -2.4420, 3.6126], [2.3973, -2.8168, 2.9468], [-1.0087, 1.6308, -4.2956], [3.5761, -2.9494, 1.2598], [-1.2909, 1.0278, -2.6993], [-3.6540, 3.2816, -1.6568], [3.9845, -1.5220, 2.2485], [-2.8085, 3.5755, -3.6910], [0.7452, -3.0757, 4.2396], [2.8298, -3.8371, 3.0995], [2.6627, -1.3961, 1.2434], [0.9002, -1.4388, 3.5435]],
  "forces_ev_per_a": [[-0.76, 0.45, -0.16], [1.06, -1.23, 1.52], [0.82, 0.19, 0.52], [0.82, 0.19, -1.03], [-1.91, 1.39, 0.61], [1.55, -1.55, -0.87], [-0.75, 0.58, -0.40], [0.08, 0.55, -0.31], [-0.50, 0.00, 0.74], [0.21, -0.09, -0.08], [0.24, -0.46, 0.17], [-0.08, 0.11, -0.58], [0.39, -0.42, 0.39], [-0.72, 0.75, 0.15], [-0.84, -0.11, -0.29], [0.37, -0.34, -0.38]],
  "nbo_charge": [-0.69, 0.12, -0.66, -0.49, -0.40, -0.17, 0.20, 0.22, 0.21, 0.47, 0.22, 0.18, 0.20, 0.19, 0.22, 0.19],
  "homo_ev": -9.08,
  "charge": 0,
  "multiplicity": 1,
  "smiles": "C=CC.C=CO",
  "e_above_lowest_kj_mol": 233.34
}

---

[2]
{
  "formula": "C5H10O",
  "method": "wB97M-V/def2-TZVPD",
  "elements": ["O", "C", "C", "C", "C", "C", "H", "H", "H", "H", "H", "H", "H", "H", "H", "H"],
  "coordinates": [[1.0214, 0.4964, -0.7086], [0.2566, 1.1582, 0.3155], [0.1761, -0.1263, 1.1479], [0.9589, -0.7684, -0.0161], [0.2113, -1.8270, -0.8282], [-1.0706, 1.6784, -0.1966], [0.8481, 1.9608, 0.7758], [1.9742, -1.1098, 0.2256], [-0.9573, 2.5998, -0.7751], [-1.7451, 1.8736, 0.6452], [-1.5284, 0.9175, -0.8384], [0.1517, -1.4902, -1.8674], [-0.8118, -1.9615, -0.4595], [-0.8395, -0.5196, 1.2574], [0.6481, -0.0790, 2.1314], [0.7062, -2.8030, -0.8090]],
  "forces_ev_per_a": [[0.04, 0.06, -0.14], [-0.17, 0.27, 0.17], [-0.06, -0.05, 0.10], [0.02, -0.31, 0.07], [-0.01, -0.05, -0.03], [-0.03, 0.03, -0.04], [-0.10, -0.11, -0.05], [-0.18, 0.08, 0.03], [0.01, -0.13, 0.04], [0.10, 0.04, -0.10], [0.01, 0.11, 0.11], [0.07, -0.09, 0.10], [0.14, 0.04, -0.10], [0.15, 0.06, 0.02], [0.08, -0.11, -0.21], [-0.04, 0.15, 0.04]],
  "nbo_charge": [-0.53, 0.11, -0.45, 0.10, -0.64, -0.63, 0.17, 0.17, 0.22, 0.21, 0.21, 0.23, 0.20, 0.20, 0.22, 0.21],
  "homo_ev": -9.54,
  "charge": 0,
  "multiplicity": 1,
  "smiles": "C[C@@H]1C[C@H](C)O1",
  "e_above_lowest_kj_mol": 102.56
}

---

[3]
{
  "formula": "C5H10O",
  "method": "wB97M-V/def2-TZVPD",
  "elements": ["O", "C", "C", "C", "C", "C", "H", "H", "H", "H", "H", "H", "H", "H", "H", "H"],
  "coordinates": [[-1.1140, 1.7248, 0.6070], [0.1323, -1.7298, 1.0679], [0.0144, -0.4263, 0.3206], [0.3736, 0.8458, -1.8359], [-0.1367, 0.8446, 1.1367], [0.1088, -0.3826, -1.0126], [0.7405, 1.6676, -1.2158], [0.7958, 1.4218, 1.1607], [-1.8552, 1.1762, 0.3178], [-0.1410, -2.5837, 0.4408], [-0.4972, 1.2133, -2.3885], [1.1455, 0.6017, -2.5743], [1.1786, -1.8769, 1.3672], [-0.3785, 0.5908, 2.1810], [0.1017, -1.3294, -1.5554], [-0.4687, -1.7579, 1.9827]],
  "forces_ev_per_a": [[-0.26, -0.08, -0.04], [-0.03, -0.07, 0.06], [0.01, 0.02, -0.22], [0.01, 0.08, -0.03], [0.30, -0.11, 0.16], [0.08, -0.06, 0.17], [-0.10, -0.08, -0.11], [-0.06, -0.10, -0.01], [0.10, 0.16, 0.03], [0.02, 0.14, 0.05], [0.04, -0.10, 0.08], [-0.11, 0.08, 0.05], [-0.16, 0.01, 0.05], [0.05, -0.01, -0.19], [0.09, 0.11, 0.11], [0.00, 0.03, -0.15]],
  "nbo_charge": [-0.71, -0.64, -0.04, -0.65, -0.10, -0.17, 0.22, 0.19, 0.47, 0.22, 0.22, 0.21, 0.22, 0.17, 0.19, 0.21],
  "homo_ev": -9.04,
  "charge": 0,
  "multiplicity": 1,
  "smiles": "C/C=C(/C)CO",
  "e_above_lowest_kj_mol": 93.38
}

---

[4]
{
  "formula": "C5H10O",
  "method": "wB97M-V/def2-TZVPD",
  "elements": ["O", "C", "C", "C", "C", "C", "H", "H", "H", "H", "H", "H", "H", "H", "H", "H"],
  "coordinates": [[0.9400, 1.4890, -1.1870], [2.0776, -0.2260, 0.0058], [0.8436, 0.4630, -0.5459], [-1.6457, 0.7657, -0.6466], [-0.6392, -0.6460, 1.1950], [-0.5145, -0.1829, -0.2624], [-2.6115, 0.2516, -0.6142], [-0.5583, -1.0806, -0.9003], [2.9571, 0.1180, -0.5407], [2.2057, 0.0391, 1.0626], [-0.4895, 0.1970, 1.8796], [0.0827, -1.4285, 1.4528], [-1.6428, -1.0467, 1.3746], [-1.4945, 1.1815, -1.6451], [-1.6818, 1.6083, 0.0529], [2.0040, -1.3169, -0.0471]],
  "forces_ev_per_a": [[-0.02, -0.44, 0.30], [0.09, -0.01, -0.02], [0.06, 0.17, -0.10], [-0.06, 0.03, -0.02], [0.03, -0.03, 0.06], [-0.03, 0.08, -0.03], [0.13, 0.05, 0.01], [0.07, 0.14, 0.03], [-0.12, -0.03, 0.05], [-0.08, -0.02, -0.14], [-0.03, -0.11, -0.07], [-0.11, 0.15, -0.05], [0.16, 0.07, -0.04], [-0.03, -0.10, 0.12], [-0.01, -0.10, -0.09], [-0.04, 0.15, -0.02]],
  "nbo_charge": [-0.54, -0.73, 0.61, -0.60, -0.60, -0.33, 0.21, 0.22, 0.24, 0.24, 0.21, 0.21, 0.22, 0.23, 0.21, 0.22],
  "homo_ev": -9.54,
  "charge": 0,
  "multiplicity": 1,
  "smiles": "CC(=O)C(C)C",
  "e_above_lowest_kj_mol": 1.65
}